Model w:
Formula: H10O5
Source: the OMol25 dataset
Level of theory: ωB97M-V/def2-TZVPD

Results
LUMO: 0.045 eV
gap between HOMO and LUMO: 10.6 eV
structure (SMILES): O.O.O.O.O
E_HOMO: -10.56 eV
2S+1: 1

XYZ file:
```
15
H10O5 | the OMol25 dataset | ωB97M-V/def2-TZVPD
O -0.525 2.240 -2.546
O 2.609 -1.187 -1.064
O 0.789 0.638 -0.053
O -1.740 -0.578 1.306
O 0.014 -1.681 3.017
H -1.905 -1.318 0.722
H -2.534 -0.047 1.250
H -0.579 -1.129 2.507
H 0.863 0.822 0.884
H -1.044 2.865 -2.039
H 2.199 -1.475 -1.879
H -0.058 1.006 -0.304
H 2.004 -0.537 -0.707
H -0.647 2.509 -3.456
H 0.552 -2.125 2.362
```


Model x:
Formula: H10O5
Source: the OMol25 dataset
Level of theory: ωB97M-V/def2-TZVPD

Results
LUMO: 0.452 eV
gap between HOMO and LUMO: 11.7 eV
structure (SMILES): O.O.O.O.O
E_HOMO: -11.24 eV
2S+1: 1

XYZ file:
```
15
H10O5 | the OMol25 dataset | ωB97M-V/def2-TZVPD
O -0.772 0.284 -2.452
O 0.929 0.573 1.332
O -1.603 0.357 0.240
O -0.570 -2.228 1.357
O 1.608 0.982 -1.349
H -1.865 -0.572 0.456
H -0.014 0.720 1.002
H 2.210 1.692 -1.138
H 1.344 0.725 -0.446
H -0.538 -2.832 2.087
H 0.228 -1.751 1.578
H -0.465 1.007 -1.813
H -1.640 0.424 -0.781
H -0.078 -0.343 -2.267
H 1.226 0.962 2.191
```


Most stable to least stable: model x, model w